Record 1
{
  "formula": "C73H49Br15F4O20",
  "method": "ωB97M-V with the def2-TZVPD basis set",
  "mol_weight_g_mol": 2520.73,
  "fmax_ev_per_a": 6.277,
  "charge": -1,
  "homo_lumo_gap_ev": [2.518, 6.018],
  "spin_multiplicity": 2,
  "homo_energy_ev": [-2.38, -5.88],
  "symbols": ["C", "C", "O", "C", "O", "O", "F", "H", "H", "H", "C", "C", "O", "C", "O", "O", "F", "H", "H", "H", "C", "C", "O", "C", "O", "O", "F", "H", "H", "H", "C", "C", "O", "C", "O", "O", "F", "H", "H", "H", "C", "C", "C", "C", "C", "C", "C", "O", "C", "C", "C", "C", "C", "C", "C", "O", "H", "H", "H", "H", "H", "H", "H", "H", "C", "C", "C", "C", "C", "C", "C", "O", "C", "C", "C", "C", "C", "C", "C", "O", "H", "H", "H", "H", "H", "H", "H", "H", "C", "C", "C", "C", "C", "C", "C", "O", "C", "C", "C", "C", "C", "C", "C", "O", "H", "H", "H", "H", "H", "H", "H", "H", "C", "C", "C", "C", "C", "C", "C", "O", "C", "C", "C", "C", "C", "C", "C", "O", "H", "H", "H", "H", "H", "H", "H", "H", "C", "Br", "Br", "Br", "H", "C", "Br", "Br", "Br", "H", "C", "Br", "Br", "Br", "H", "C", "Br", "Br", "Br", "H", "C", "Br", "Br", "Br", "H"],
  "xyz": [[2.012, 6.416, -4.181], [1.838, 5.624, -2.843], [0.579, 6.055, -2.399], [-0.094, 6.638, -3.404], [-1.113, 7.226, -3.247], [0.666, 6.682, -4.489], [2.786, 6.004, -2.005], [2.529, 5.816, -4.929], [2.622, 7.244, -3.820], [1.920, 4.538, -2.852], [-8.670, 3.639, 3.521], [-9.903, 3.899, 2.650], [-9.255, 3.910, 1.349], [-8.039, 3.417, 1.458], [-7.367, 3.275, 0.476], [-7.744, 3.048, 2.693], [-10.296, 5.193, 2.749], [-9.028, 2.903, 4.242], [-8.301, 4.568, 3.956], [-10.851, 3.361, 2.643], [-6.374, 9.140, -2.913], [-5.154, 8.266, -2.559], [-4.342, 8.229, -3.749], [-4.968, 8.867, -4.735], [-4.621, 9.156, -5.882], [-6.173, 9.252, -4.288], [-5.576, 7.035, -2.301], [-6.440, 10.182, -2.601], [-7.237, 8.525, -2.659], [-4.683, 8.681, -1.668], [5.931, 1.572, 1.048], [5.849, 0.320, 0.252], [6.694, 0.454, -0.815], [7.027, 1.784, -0.979], [7.480, 2.238, -1.909], [6.581, 2.507, 0.041], [4.605, 0.176, -0.297], [6.389, 1.618, 2.036], [4.905, 1.891, 1.237], [6.054, -0.607, 0.787], [-0.745, -2.734, -11.083], [-1.644, -1.745, -11.438], [-1.913, -0.817, -10.433], [-1.426, -0.876, -9.140], [-0.680, -1.961, -8.735], [-0.396, -2.937, -9.752], [-0.196, -2.096, -7.329], [0.420, -3.116, -7.002], [-0.237, -0.916, -6.385], [0.588, -0.782, -5.264], [0.546, 0.349, -4.447], [-0.258, 1.465, -4.722], [-0.920, 1.347, -5.952], [-0.975, 0.229, -6.807], [-1.693, 0.242, -8.154], [-2.580, 1.084, -8.248], [-0.370, -3.557, -11.673], [-1.740, -1.606, -12.505], [-2.434, 0.085, -10.719], [0.117, -3.847, -9.477], [1.291, -1.561, -5.009], [1.180, 0.480, -3.583], [-0.386, 2.353, -4.121], [-1.416, 2.222, -6.344], [4.183, -8.594, 8.837], [3.666, -7.546, 9.528], [3.374, -6.392, 8.856], [3.627, -6.243, 7.467], [4.143, -7.361, 6.789], [4.424, -8.540, 7.495], [4.161, -7.376, 5.238], [4.709, -8.337, 4.647], [3.397, -6.317, 4.530], [3.308, -6.406, 3.135], [2.840, -5.260, 2.476], [2.344, -4.103, 3.136], [2.456, -4.072, 4.510], [3.055, -5.147, 5.201], [3.244, -5.031, 6.695], [3.048, -3.935, 7.262], [4.397, -9.523, 9.345], [3.298, -7.704, 10.531], [3.118, -5.502, 9.412], [4.770, -9.432, 6.993], [3.628, -7.193, 2.469], [2.766, -5.163, 1.403], [1.927, -3.201, 2.713], [2.453, -3.149, 5.072], [0.865, -1.412, 0.673], [-0.254, -2.036, 1.000], [-1.532, -1.562, 0.641], [-1.587, -0.355, -0.045], [-0.388, 0.331, -0.504], [0.810, -0.296, -0.184], [-0.409, 1.723, -1.216], [0.609, 2.279, -1.634], [-1.766, 2.394, -1.201], [-1.842, 3.726, -1.516], [-3.072, 4.349, -1.515], [-4.215, 3.740, -1.122], [-4.165, 2.467, -0.681], [-2.960, 1.734, -0.809], [-2.891, 0.252, -0.418], [-3.968, -0.317, -0.304], [1.772, -1.933, 0.945], [-0.164, -2.963, 1.547], [-2.407, -2.018, 1.081], [1.710, 0.187, -0.536], [-0.969, 4.328, -1.722], [-3.204, 5.386, -1.789], [-5.134, 4.307, -1.094], [-5.062, 1.938, -0.395], [4.801, -0.903, 5.285], [4.169, -0.515, 4.054], [4.241, -1.269, 2.915], [5.066, -2.403, 2.951], [5.788, -2.772, 4.174], [5.613, -2.017, 5.337], [6.507, -4.116, 4.331], [7.100, -4.430, 5.359], [6.460, -5.054, 3.098], [6.908, -6.375, 3.173], [6.839, -7.231, 2.117], [6.307, -6.781, 0.889], [5.754, -5.494, 0.751], [5.921, -4.627, 1.830], [5.184, -3.278, 1.715], [4.541, -2.945, 0.747], [4.488, -0.269, 6.101], [3.610, 0.403, 3.943], [3.744, -0.986, 1.999], [6.152, -2.368, 6.204], [7.395, -6.735, 4.067], [7.238, -8.229, 2.223], [6.339, -7.380, -0.009], [5.383, -5.113, -0.189], [-3.408, 6.620, 1.647], [-2.326, 7.412, 0.135], [-5.196, 5.973, 1.034], [-3.680, 7.901, 3.094], [-2.814, 5.785, 2.019], [-6.941, -2.112, 1.913], [-5.033, -2.629, 1.765], [-7.970, -2.674, 0.290], [-7.102, -0.185, 2.308], [-7.333, -2.544, 2.834], [-8.207, 4.533, -4.630], [-7.630, 6.228, -5.526], [-10.222, 4.214, -4.535], [-7.190, 4.345, -2.905], [-7.980, 3.603, -5.153], [-1.461, -5.979, 3.879], [-0.248, -7.067, 2.834], [-1.101, -5.953, 5.862], [-3.481, -6.173, 3.736], [-1.215, -5.018, 3.426], [1.655, 3.945, 1.614], [1.525, 2.263, 2.730], [3.335, 4.897, 2.075], [0.079, 5.143, 1.640], [1.911, 3.592, 0.615]],
  "mulliken_charge": [-0.44, 0.62, -0.22, 0.67, -0.54, -0.34, -0.32, 0.35, 0.28, 0.01, -0.42, 0.28, -0.30, 0.52, -0.36, -0.30, -0.29, 0.28, 0.27, 0.30, -0.37, 0.52, -0.20, 0.60, -0.60, -0.38, -0.16, 0.29, 0.26, 0.13, 0.13, 1.01, -0.44, 0.47, -0.43, -0.38, -0.26, 0.24, -0.07, -0.24, -0.41, -0.76, -0.23, 0.39, 0.25, -0.53, 0.26, -0.64, 0.72, -0.90, -0.23, -0.69, -0.63, 0.41, 0.06, -0.61, 0.35, 0.35, 0.41, 0.45, 0.45, 0.55, 0.56, 0.41, -0.23, -0.67, -0.67, 0.51, 0.56, -0.70, 0.31, -0.85, 0.35, -1.21, -0.51, 0.27, -0.91, 0.12, 0.33, -0.84, 0.34, 0.35, 0.40, 0.42, 0.54, 0.39, 0.34, 0.43, -0.44, -0.66, -0.73, 0.99, 0.05, -0.73, 0.83, -0.84, 0.21, -0.95, -0.55, -0.73, -1.45, 0.21, 0.26, -0.58, 0.72, 0.64, -0.12, 0.71, 0.76, 0.64, 0.97, 0.65, -1.04, -1.33, -0.26, 1.57, 0.21, -0.73, 0.54, -0.67, 0.19, -0.86, -0.49, -0.60, -0.72, 0.63, 0.22, -0.70, 0.39, 0.37, 0.99, 0.50, 0.39, 0.42, 0.41, 0.51, -0.33, -0.01, 0.03, -0.05, 0.30, -0.40, 0.07, -0.04, 0.05, 0.37, -0.43, -0.03, -0.08, 0.23, 0.39, 0.17, 0.02, -0.03, -0.14, -0.09, -0.15, 0.02, -0.05, -0.02, 0.17]
}

---

Record 2
{
  "formula": "C73H73N3O4PSb2TeTi",
  "method": "ωB97M-V with the def2-TZVPD basis set",
  "mol_weight_g_mol": 1506.37,
  "fmax_ev_per_a": 3.057,
  "charge": -2,
  "homo_lumo_gap_ev": [5.148, 5.839],
  "spin_multiplicity": 2,
  "homo_energy_ev": [-1.51, -2.20],
  "symbols": ["Ti", "O", "C", "C", "C", "C", "C", "C", "C", "O", "N", "N", "C", "C", "C", "C", "C", "C", "C", "O", "H", "H", "H", "H", "H", "H", "H", "H", "H", "H", "C", "Sb", "C", "C", "C", "C", "C", "C", "C", "C", "C", "Sb", "C", "C", "H", "H", "H", "H", "H", "H", "H", "H", "H", "H", "H", "H", "H", "H", "H", "H", "H", "H", "H", "H", "C", "C", "C", "C", "C", "C", "P", "C", "C", "C", "C", "C", "C", "C", "C", "C", "C", "C", "C", "C", "C", "C", "C", "H", "H", "H", "H", "H", "H", "H", "H", "H", "H", "H", "H", "H", "H", "H", "H", "C", "C", "C", "C", "C", "C", "Te", "N", "C", "O", "C", "C", "C", "C", "C", "C", "C", "C", "C", "C", "C", "C", "C", "C", "C", "C", "C", "C", "H", "H", "H", "H", "H", "H", "H", "H", "H", "H", "H", "H", "H", "H", "H", "H", "H", "H", "H", "H", "H", "H", "H", "H", "H", "H", "H"],
  "xyz": [[-0.073, 0.787, 0.711], [2.477, 5.048, -0.753], [1.627, 5.577, 0.133], [1.473, 6.970, 0.154], [0.650, 7.570, 1.086], [-0.030, 6.802, 2.030], [0.109, 5.424, 1.992], [0.902, 4.797, 1.042], [0.942, 3.313, 1.006], [0.022, 2.621, 1.575], [1.953, 2.768, 0.389], [1.818, 1.377, 0.431], [2.816, 0.669, 0.060], [2.952, -0.707, 0.525], [4.110, -1.413, 0.188], [4.410, -2.637, 0.755], [3.522, -3.178, 1.691], [2.358, -2.517, 2.025], [2.015, -1.275, 1.443], [0.910, -0.689, 1.772], [2.498, 4.068, -0.577], [2.025, 7.554, -0.573], [0.545, 8.650, 1.085], [-0.662, 7.269, 2.775], [-0.398, 4.794, 2.713], [3.658, 1.167, -0.416], [4.790, -0.967, -0.534], [5.319, -3.159, 0.482], [3.742, -4.130, 2.164], [1.678, -2.941, 2.759], [0.362, 2.056, 6.091], [0.389, 0.950, 4.217], [2.431, 1.488, 3.857], [0.928, -0.973, 5.163], [0.224, -1.278, 6.446], [0.759, -0.842, 7.668], [0.133, -1.080, 8.881], [-1.069, -1.790, 8.893], [-1.585, -2.246, 7.687], [-0.954, -2.011, 6.457], [-1.495, -2.671, 5.202], [-1.463, -1.718, 3.226], [-0.249, -3.232, 2.313], [-3.300, -2.714, 2.686], [1.321, 2.005, 6.614], [-0.419, 1.644, 6.738], [0.114, 3.102, 5.879], [3.021, 1.295, 4.755], [2.485, 2.546, 3.597], [2.818, 0.902, 3.023], [2.004, -0.894, 5.313], [0.742, -1.739, 4.403], [1.693, -0.290, 7.647], [0.575, -0.718, 9.802], [-1.581, -2.007, 9.824], [-2.501, -2.827, 7.690], [-2.546, -2.926, 5.359], [-0.977, -3.624, 5.047], [-0.865, -3.768, 1.588], [0.134, -3.928, 3.062], [0.582, -2.759, 1.786], [-3.280, -3.750, 3.036], [-3.369, -2.693, 1.595], [-4.170, -2.199, 3.102], [-6.682, -0.202, 0.104], [-5.513, -0.451, -0.608], [-4.315, 0.123, -0.207], [-4.260, 0.954, 0.917], [-5.433, 1.197, 1.620], [-6.639, 0.625, 1.216], [-2.636, 1.771, 1.235], [-3.004, 2.755, 2.757], [-3.218, 2.058, 3.948], [-3.390, 2.719, 5.156], [-3.329, 4.108, 5.203], [-3.112, 4.816, 4.032], [-2.955, 4.146, 2.820], [-2.778, 3.044, -0.103], [-3.876, 3.843, -0.178], [-4.021, 4.807, -1.207], [-3.043, 4.933, -2.140], [-1.897, 4.098, -2.110], [-0.892, 4.232, -3.096], [0.192, 3.410, -3.050], [0.305, 2.414, -2.047], [-0.616, 2.188, -1.046], [-1.743, 3.106, -1.087], [-7.620, -0.645, -0.211], [-5.535, -1.097, -1.479], [-3.402, -0.059, -0.758], [-5.418, 1.840, 2.493], [-7.546, 0.834, 1.774], [-3.250, 0.981, 3.923], [-3.551, 2.148, 6.064], [-3.440, 4.629, 6.146], [-3.049, 5.899, 4.055], [-2.780, 4.713, 1.915], [-4.660, 3.742, 0.568], [-4.906, 5.433, -1.247], [-3.128, 5.676, -2.930], [-1.000, 4.988, -3.869], [0.977, 3.510, -3.798], [1.181, 1.773, -2.097], [7.629, -2.714, -5.495], [6.264, -2.430, -4.917], [5.543, -1.301, -5.289], [4.272, -1.044, -4.776], [3.555, 0.208, -5.239], [3.676, -1.940, -3.866], [1.814, -1.324, -2.799], [0.072, -0.484, -0.934], [-0.831, -1.252, -0.441], [-1.608, -0.822, 0.531], [-1.167, -2.641, -0.956], [-0.219, -3.659, -0.960], [-0.507, -4.897, -1.523], [-1.748, -5.131, -2.103], [-2.715, -4.134, -2.072], [-2.428, -2.905, -1.485], [0.574, -1.679, -4.552], [0.929, -2.672, -5.484], [1.821, -3.855, -5.164], [0.362, -2.656, -6.762], [-0.594, -1.726, -7.135], [-1.150, -1.676, -8.536], [-1.060, -0.873, -6.144], [-0.522, -0.851, -4.857], [-1.232, -0.001, -3.833], [4.404, -3.078, -3.481], [3.854, -4.137, -2.542], [5.678, -3.302, -4.010], [7.999, -1.860, -6.066], [7.602, -3.577, -6.168], [8.356, -2.938, -4.710], [5.984, -0.599, -5.993], [4.133, 0.725, -6.009], [3.389, 0.896, -4.408], [2.568, -0.030, -5.643], [0.743, -3.479, -0.493], [0.245, -5.680, -1.514], [-1.964, -6.089, -2.564], [-3.692, -4.311, -2.511], [-3.186, -2.134, -1.436], [1.830, -4.054, -4.091], [2.856, -3.705, -5.481], [1.433, -4.739, -5.677], [0.678, -3.414, -7.475], [-0.605, -2.351, -9.199], [-1.081, -0.667, -8.950], [-2.206, -1.963, -8.559], [-1.885, -0.196, -6.361], [-1.510, 0.973, -4.244], [-2.152, -0.518, -3.537], [-0.651, 0.154, -2.928], [2.939, -3.812, -2.052], [4.582, -4.385, -1.766], [3.636, -5.056, -3.098], [6.223, -4.193, -3.701]],
  "mulliken_charge": [-2.12, -0.76, 0.39, -0.68, -0.47, -1.01, -0.62, 0.15, 0.47, 0.63, -1.32, 1.66, -1.28, 1.31, 0.14, -0.91, -0.81, -0.09, -0.67, -0.18, 0.48, 0.43, 0.36, 0.40, 0.62, 0.26, 0.31, 0.40, 0.38, -0.05, -1.56, 1.22, -1.36, -0.11, 0.22, -0.35, -0.70, -0.64, -0.82, 1.23, -2.04, 0.76, -0.24, -1.56, 0.42, 0.38, 0.42, 0.62, 0.39, 0.10, 0.97, -0.72, 0.33, 0.38, 0.38, 0.37, 0.51, 0.61, 0.55, 0.96, -1.37, 0.48, 0.20, 0.43, -0.67, -1.02, 0.16, 1.24, -0.54, -0.74, 2.55, 0.60, -0.67, -0.72, -0.80, -0.35, -1.11, -0.44, 0.08, -1.22, -0.87, 1.61, -1.30, -0.56, 0.11, 1.45, -0.84, 0.36, 0.43, -0.09, 0.32, 0.38, 0.59, 0.45, 0.35, 0.34, 0.41, 0.55, 0.37, 0.37, 0.27, 0.35, -0.36, -1.58, 0.73, -0.90, 0.60, -1.33, -0.17, 0.46, 0.35, 0.43, -0.29, -0.06, 0.02, -0.70, -0.92, -0.62, -0.09, 0.25, 0.99, -1.63, -0.68, 0.73, -1.65, -0.74, 0.82, -0.08, 1.88, -1.72, -0.79, 0.34, 0.28, 0.35, 0.25, 0.41, 0.16, 0.16, -0.08, 0.42, 0.31, 0.41, -0.05, -0.17, 0.34, 0.50, 0.31, 0.36, 0.35, 0.32, 0.41, 0.56, 0.34, -1.46, -0.40, 0.57, 0.39, 0.38]
}